ORCA calculation (ωB97M-V with the def2-TZVPD basis set) on an isolated molecule of C5H8N2.

ORCA input file:
```
! wB97M-V def2-TZVPD RIJCOSX def2/J DEFGRID3
* xyz 0 1
C 0.6644 0.8988 -1.5482
C 0.8479 0.8420 -0.0678
C -0.1609 0.2730 2.0109
N 0.1709 0.0216 0.7387
C -0.2707 -1.2819 0.2112
C -1.5591 -1.1887 -0.4870
N -2.5611 -1.1322 -1.0608
H 0.2099 0.0018 -1.9741
H 1.6193 1.0492 -2.0586
H 0.0103 1.7318 -1.8415
H 1.2841 1.6942 0.4425
H -0.3541 -0.5568 2.6729
H -0.0309 1.2838 2.3725
H 0.4939 -1.6701 -0.4674
H -0.3640 -1.9666 1.0567
*
```

Summary:
E_HOMO ... -6.919 eV
LUMO level ... 0.6650 eV
ΔE to the lowest compared entry with this formula, charge and spin ... 3.139 eV
Orbital gap ... 7.584 eV

***

ORCA calculation (ωB97M-V with the def2-TZVPD basis set) on an isolated molecule of C5H8N2.

ORCA input file:
```
! wB97M-V def2-TZVPD RIJCOSX def2/J DEFGRID3
* xyz 0 1
N 2.0540 -0.7438 -0.2065
C 0.9700 -0.0625 0.4509
C 0.9842 1.4235 0.6514
N 0.3232 2.3765 0.5860
C -0.2951 -0.1163 -0.4096
C -1.5112 0.6498 -0.0782
C -1.4318 -1.0308 -0.2372
H 2.8488 -0.8560 0.4080
H 2.3533 -0.2191 -1.0207
H 0.7898 -0.5249 1.4274
H -0.0775 0.0079 -1.4715
H -1.7593 0.8925 0.9662
H -1.9202 1.4098 -0.7700
H -1.6734 -1.7587 -1.0427
H -1.6547 -1.4478 0.7465
*
```

Summary:
E_HOMO ... -9.815 eV
LUMO level ... 0.7359 eV
ΔE to the lowest compared entry with this formula, charge and spin ... 2.735 eV
Orbital gap ... 10.551 eV
SMILES ... N#C[C@H](N)C1CC1

***

ORCA calculation (ωB97M-V with the def2-TZVPD basis set) on an isolated molecule of C5H8N2.

ORCA input file:
```
! wB97M-V def2-TZVPD RIJCOSX def2/J DEFGRID3
* xyz 0 1
C -1.9553 0.1721 0.1499
C -0.8350 -0.4377 -0.6599
C 0.3903 0.2806 -1.0899
C 0.7524 1.4979 -0.3894
N 1.1651 2.3160 0.3175
N 0.5238 -0.9058 -0.2318
C 1.4751 -0.6419 0.9755
H -1.5894 0.8658 0.9072
H -2.6518 0.7190 -0.5047
H -2.5353 -0.6229 0.6290
H -1.2460 -1.0394 -1.4848
H 0.7266 0.2363 -2.1279
H 2.2906 -0.1960 0.4218
H 1.9497 -1.5046 1.4817
H 1.1949 0.0689 1.7751
*
```

Summary:
E_HOMO ... -9.446 eV
LUMO level ... 0.9151 eV
ΔE to the lowest compared entry with this formula, charge and spin ... 2.658 eV
Orbital gap ... 10.361 eV
SMILES ... C[C@H]1[C@@H](C#N)N1C